Entry 1:
A cluster of 2 separate species, CN2OS in total at a distorted geometry, computed with the ωB97M-V functional and the def2-TZVPD basis.

```
5
Properties=species:S:1:pos:R:3:forces:R:3
C -1.244256 0.794866 0.203207 -2.577 -1.200 -0.995
N 0.529829 -0.813773 0.043722 -0.160 -1.250 0.053
N 1.554356 -0.386575 0.010751 -1.639 -0.396 0.000
O -2.087173 0.132696 -0.211491 1.880 1.730 1.016
S 2.886724 0.346361 -0.051247 2.497 1.117 -0.076
```
Positions in Å, forces in eV/Å.

Output
* HOMO-LUMO gap: 10.37 eV
* E_HOMO: -10.088 eV
* LUMO: 0.3 eV
* E: -16898.3350 eV
* relative energy (zero: lowest compared OMol25 entry of this formula, charge and spin): 5.20 kcal/mol

***

Entry 2:
A cluster of 2 separate species, C2H4Br2 in total at a distorted geometry, computed with the ωB97M-V functional and the def2-TZVPD basis.

```
8
Properties=species:S:1:pos:R:3:forces:R:3
C 0.511599 -1.830523 1.873648 -10.775 -1.741 0.461
C 1.801756 -1.540994 1.764489 9.656 2.615 -1.039
Br 2.425767 0.040213 0.763839 -0.883 -1.983 1.298
Br -2.039156 1.225071 -0.058896 0.042 -0.708 0.356
H -1.970262 -0.069748 0.592164 -0.075 0.728 -0.371
H -0.233426 -1.193747 1.360335 0.548 -0.597 0.329
H 0.036194 -2.701090 2.424540 1.177 1.238 -0.638
H 2.567067 -2.191628 2.166408 0.311 0.447 -0.396
```
Positions in Å, forces in eV/Å.

Output
* HOMO-LUMO gap (spin up / spin down): 6.60 / 8.10 eV
* E_HOMO (spin up / spin down): -5.923 / -10.826 eV
* LUMO (spin up / spin down): 0.7 / -2.7 eV
* E: -142218.3488 eV
* relative energy (zero: lowest compared OMol25 entry of this formula, charge and spin): 47.75 kcal/mol
* 2S+1: 3

***

Entry 3:
A structure of composition C5H10N2O2 at a distorted geometry, computed with the ωB97M-V functional and the def2-TZVPD basis.

```
19
Properties=species:S:1:pos:R:3:forces:R:3
C 1.761233 -0.539334 0.112247 -1.631 0.862 0.221
C -0.607229 -0.943980 0.227536 0.937 0.181 0.801
C 0.571451 -0.968921 -0.719240 0.043 0.495 -0.332
C -1.519669 1.849317 0.031402 -0.002 -0.676 0.134
N 2.558398 0.639875 -0.279473 -0.338 1.208 -0.250
C 1.618143 0.856193 0.752776 3.172 -2.072 2.151
N -1.548530 -1.911449 0.038039 -0.262 1.380 -0.384
O -0.499424 0.929421 0.318374 -0.886 -1.211 -0.612
O 1.723894 1.403851 1.836455 -1.135 -0.069 -1.711
H 2.376183 1.052552 -1.185514 0.029 -0.235 -0.253
H 2.244554 -1.363027 0.622114 0.500 0.220 0.080
H -0.425896 -0.826171 1.295035 0.368 -0.260 -0.343
H -1.724705 -2.246398 -0.899766 -0.320 0.078 0.271
H -2.241767 -2.032618 0.762885 -0.069 -0.115 -0.414
H 0.449006 -0.236396 -1.527409 -0.331 0.024 0.342
H 0.675872 -1.906861 -1.270637 0.150 -0.366 0.534
H -1.094661 2.693642 -0.519976 -0.250 0.059 0.031
H -2.315185 1.371124 -0.548428 -0.035 0.143 -0.366
H -2.001668 2.179179 0.953582 0.060 0.354 0.100
```
Positions in Å, forces in eV/Å.

Output
* HOMO-LUMO gap: 8.91 eV
* E_HOMO: -8.359 eV
* LUMO: 0.5 eV
* E: -12417.6017 eV
* relative energy (zero: lowest compared OMol25 entry of this formula, charge and spin): 135.39 kcal/mol

***

relative energy (zero: lowest compared OMol25 entry of this formula, charge and spin) of number 1 (CN2OS)?
5.20 kcal/mol